Run one
Molecular formula: C5H8I2
Method: DFT, ωB97M-V with the def2-TZVPD basis set

**LUMO level (alpha / beta)**: -1.48 / -1.48 eV
**HOMO-LUMO gap (alpha / beta)**: 7.48 / 7.48 eV
**M**: 321.927 g mol⁻¹
**HOMO level (alpha / beta)**: -8.96 / -8.96 eV

The geometry in ORCA input format:
```
! wB97M-V def2-TZVPD RIJCOSX def2/J DEFGRID3
* xyz 0 1
C 0.187 -0.332 1.473
C -0.182 0.102 -0.002
C 1.238 -0.386 0.395
C -0.435 1.432 -0.518
C -0.944 -1.045 -0.693
I 2.938 1.716 0.148
I 2.416 -2.034 -0.016
H 0.157 0.227 2.447
H -0.391 -1.280 1.634
H 0.086 2.220 0.072
H -1.500 1.694 -0.613
H -0.043 1.431 -1.508
H -1.076 -0.736 -1.868
H -2.042 -1.051 -0.440
H -0.407 -1.958 -0.512
*
```

natural (NBO) population analysis, charges in e, atoms 1 to 4: C -0.529; C -0.107; C -0.128; C -0.625

=====

Run two
Molecular formula: C5H8I2
Method: DFT, ωB97M-V with the def2-TZVPD basis set

**LUMO level (alpha / beta)**: -0.96 / -0.19 eV
**HOMO-LUMO gap (alpha / beta)**: 7.66 / 8.29 eV
**M**: 321.927 g mol⁻¹
**HOMO level (alpha / beta)**: -8.62 / -8.48 eV

The geometry in ORCA input format:
```
! wB97M-V def2-TZVPD RIJCOSX def2/J DEFGRID3
* xyz 0 1
C 0.053 -0.690 1.184
C 0.532 0.402 0.224
C -0.881 -0.095 0.138
C 2.469 -0.427 -1.280
C -2.034 0.843 0.512
I 1.054 2.323 0.727
I -1.391 -1.312 -1.649
H 0.623 -1.701 0.928
H -0.234 -0.453 2.229
H 1.680 -0.436 -2.046
H 2.471 -1.193 -0.549
H 3.158 0.306 -1.240
H -2.577 0.985 -0.507
H -1.370 1.738 0.864
H -2.637 0.437 1.340
*
```

natural (NBO) population analysis, charges in e, atoms 1 to 4: C -0.525; C -0.198; C -0.165; C -0.412

=====

We find run one to be the most stable, with the next structure 244.3 kJ/mol higher.

=====

Run one
Molecular formula: C2H4NPS
Method: DFT, ωB97M-V with the def2-TZVPD basis set

**LUMO level**: -0.36 eV
**HOMO-LUMO gap**: 8.36 eV
**M**: 105.102 g mol⁻¹
**HOMO level**: -8.73 eV

The geometry in ORCA input format:
```
! wB97M-V def2-TZVPD RIJCOSX def2/J DEFGRID3
* xyz 0 1
S 3.105 0.685 -0.126
P 1.985 -0.881 -0.005
N 0.539 -0.266 0.424
C -0.422 0.729 0.162
C -1.099 -0.604 -0.129
H -0.305 1.358 -0.606
H -0.962 1.322 0.909
H -1.715 -1.198 0.503
H -1.124 -1.145 -1.132
*
```

natural (NBO) population analysis, charges in e, atoms 1 to 4: S -0.510; P 0.901; N -0.796; C -0.220

=====

Run two
Molecular formula: C2H4NPS
Method: DFT, ωB97M-V with the def2-TZVPD basis set

**LUMO level (alpha / beta)**: -2.09 / -1.99 eV
**HOMO-LUMO gap (alpha / beta)**: 5.51 / 5.60 eV
**M**: 105.102 g mol⁻¹
**HOMO level (alpha / beta)**: -7.59 / -7.59 eV

The geometry in ORCA input format:
```
! wB97M-V def2-TZVPD RIJCOSX def2/J DEFGRID3
* xyz 0 1
C 0.978 0.505 -0.211
C 0.016 -0.613 0.250
N 0.298 1.648 0.263
P -3.178 -0.852 0.043
S -1.547 0.426 -0.007
H 2.094 0.509 0.131
H 1.206 0.674 -1.304
H 0.060 -1.555 -0.476
H 0.071 -0.741 1.311
*
```

natural (NBO) population analysis, charges in e, atoms 1 to 4: C -0.412; C -0.517; N -0.297; P 0.112

=====

We find run one to be the most stable, with the next structure 446.8 kJ/mol higher.

=====

Run one
Molecular formula: C5H6N2O2
Method: DFT, ωB97M-V with the def2-TZVPD basis set

**LUMO level**: 0.54 eV
**HOMO-LUMO gap**: 9.05 eV
**M**: 126.115 g mol⁻¹
**HOMO level**: -8.50 eV

The geometry in ORCA input format:
```
! wB97M-V def2-TZVPD RIJCOSX def2/J DEFGRID3
* xyz 0 1
O -3.150 0.473 -0.144
C -2.171 -0.149 0.082
O -1.845 -0.787 1.190
C -1.020 -0.132 -0.953
C 0.279 -0.118 -0.432
C 0.861 1.094 0.200
N 2.205 0.602 0.548
C 2.358 -0.749 0.076
N 1.213 -1.124 -0.362
H -2.855 -0.681 1.823
H -1.168 0.604 -1.675
H -1.298 -1.167 -1.483
H 0.690 1.992 0.041
H 2.756 1.330 0.947
H 3.145 -1.189 0.141
*
```

natural (NBO) population analysis, charges in e, atoms 1 to 4: O -0.602; C 0.805; O -0.655; C -0.545

=====

Run two
Molecular formula: C5H6N2O2
Method: DFT, ωB97M-V with the def2-TZVPD basis set

**LUMO level**: -1.12 eV
**HOMO-LUMO gap**: 8.77 eV
**M**: 126.115 g mol⁻¹
**HOMO level**: -9.89 eV

The geometry in ORCA input format:
```
! wB97M-V def2-TZVPD RIJCOSX def2/J DEFGRID3
* xyz 0 1
C -0.197 1.751 0.117
C -0.378 0.321 -0.094
C -1.698 -0.306 -0.345
C 0.787 -0.703 0.058
C 0.507 -2.017 -0.252
N 0.283 -3.085 -0.513
N 2.088 -0.283 0.504
O 2.830 -1.146 0.798
O 2.327 0.927 0.492
H 0.838 1.947 0.420
H -0.213 2.173 -0.838
H -1.030 1.995 0.840
H -1.738 -1.419 -0.461
H -2.276 -0.183 0.504
H -2.131 0.028 -1.231
*
```

natural (NBO) population analysis, charges in e, atoms 1 to 4: C -0.731; C 0.329; C -0.706; C -0.161

=====

We find run one to be the most stable, with the next structure 214.2 kJ/mol higher.

=====

Run one
Molecular formula: C5H6N2O2
Method: DFT, ωB97M-V with the def2-TZVPD basis set

**LUMO level**: 0.43 eV
**HOMO-LUMO gap**: 10.15 eV
**M**: 126.115 g mol⁻¹
**HOMO level**: -9.72 eV

The geometry in ORCA input format:
```
! wB97M-V def2-TZVPD RIJCOSX def2/J DEFGRID3
* xyz 0 1
C -0.288 -1.288 2.219
N 0.013 -0.079 1.879
N 0.035 0.306 0.603
C 0.594 1.459 0.009
O 1.272 2.401 0.422
C -0.052 1.136 -1.353
C -0.614 -0.076 -0.631
C -0.114 -1.327 -1.237
O -0.760 -2.221 -1.777
H -0.195 -1.559 3.333
H -0.603 -2.186 1.494
H -0.802 1.868 -1.578
H 0.685 0.943 -2.122
H -1.725 -0.058 -0.538
H 1.041 -1.465 -1.168
*
```

natural (NBO) population analysis, charges in e, atoms 1 to 4: C -0.132; N -0.200; N -0.280; C 0.694

=====

Run two
Molecular formula: C5H6N2O2
Method: DFT, ωB97M-V with the def2-TZVPD basis set

**LUMO level**: 0.80 eV
**HOMO-LUMO gap**: 10.12 eV
**M**: 126.115 g mol⁻¹
**HOMO level**: -9.32 eV

The geometry in ORCA input format:
```
! wB97M-V def2-TZVPD RIJCOSX def2/J DEFGRID3
* xyz 0 1
O 1.071 -1.712 2.039
C 1.224 -0.554 1.811
N 0.894 0.096 0.655
N 0.528 1.491 0.242
C -0.026 1.346 -1.196
O -0.273 2.180 -1.966
C -0.481 -0.046 -1.385
C -1.390 -0.639 -0.191
C 0.074 -0.850 -0.224
H 1.481 0.180 2.781
H 1.236 2.089 0.374
H -0.688 -0.306 -2.450
H -1.979 0.408 0.273
H -1.782 -1.613 -0.408
H 0.112 -2.070 -0.356
*
```

natural (NBO) population analysis, charges in e, atoms 1 to 4: O -0.582; C 0.545; N -0.320; N -0.470

=====

We find run one to be the most stable, with the next structure 187.1 kJ/mol higher.